1.
Molecular formula: HO2PRh
Method: DFT, wB97M-V/def2-TZVPD

```
5
Properties=species:S:1:pos:R:3:forces:R:3:lowdin_spin:R:1
P -1.16201 0.52949 -0.07189 1.31 -0.47 0.22 1.270
O -0.03905 1.64442 0.04125 -0.61 -0.03 -0.14 0.618
Rh 1.63677 0.46167 -0.03711 0.94 0.53 0.03 2.714
O -0.05410 -0.79323 0.02546 -2.69 -3.37 -0.03 0.388
H -0.38161 -1.84235 0.04230 1.05 3.33 -0.07 0.010
```
Forces are in eV/Å.

Calculated values
- ΔE to the lowest compared entry with this formula, charge and spin (kcal per mole) = 0.0
- lowest unoccupied orbital energy (alpha / beta) (eV) = -11.6 / -15.7
- spin multiplicity = 6
- total charge = +2
- HOMO (alpha / beta) (eV) = -19.173 / -23.300
- expectation value of S² = 8.759

2.
Molecular formula: C4H11NO
Method: DFT, wB97M-V/def2-TZVPD

```
17
Properties=species:S:1:pos:R:3:forces:R:3:lowdin_charge:R:1
C 1.27213 -2.20136 -0.67883 0.25 -2.63 -0.39 -0.073
C 1.21470 -0.89604 -0.93946 1.42 2.78 0.42 -0.297
N 0.11494 -0.06490 -0.77636 -0.96 2.53 -0.82 -0.050
C 0.33268 1.42787 -1.00920 0.43 -0.59 0.20 -0.242
C -0.59153 2.27499 -0.06664 -0.47 -0.35 0.28 -0.102
H 1.78386 -2.91830 -1.38996 0.56 1.18 1.58 0.054
H 0.89512 -2.60846 0.26038 -1.40 -0.20 -0.87 0.039
H 2.27075 -0.29755 -0.87268 -2.33 -1.02 -1.82 0.152
H -0.82921 -0.19256 -1.19598 1.44 -1.53 0.69 0.141
H 0.37022 1.76764 -2.12494 -0.87 -0.78 1.72 0.133
H 1.37934 1.44703 -0.77540 0.49 1.07 0.64 0.059
H -0.78280 1.81740 0.93918 0.22 -0.32 -1.14 0.078
H -1.57870 2.51976 -0.50881 0.46 -0.51 0.04 0.065
H -0.23333 3.24363 0.25409 0.75 0.38 -0.54 0.048
O -1.54473 -1.79164 2.69401 -2.43 0.14 1.95 -0.144
H -2.50380 -2.12132 2.54898 2.43 0.85 0.41 0.070
H -1.56965 -1.40618 3.64164 0.01 -0.99 -2.36 0.069
```
Forces are in eV/Å.

Calculated values
- ΔE to the lowest compared entry with this formula, charge and spin (kcal per mole) = 99.2
- lowest unoccupied orbital energy (eV) = 0.8
- total charge = 0
- SMILES string = C=CNCC.O
- HOMO (eV) = -7.024

3.
Molecular formula: C31H41EuN2O4P2S
Method: DFT, wB97M-V/def2-TZVPD

```
82
Properties=species:S:1:pos:R:3:forces:R:3:lowdin_spin:R:1
Eu 0.55295 -1.18507 0.40876 -1.89 1.43 -1.50 6.991
C 1.31085 -2.01899 -5.16343 0.01 0.09 -0.04 0.000
C 1.62852 -1.97367 -3.66935 0.08 -0.06 0.00 -0.001
C 1.75512 -3.37505 -3.06644 -0.05 -0.09 0.02 0.001
P 0.60617 -0.94159 -2.52433 -0.04 0.09 -0.47 0.000
C 0.33537 0.67052 -3.40016 -0.09 0.19 0.17 0.000
C -0.64033 0.68126 -4.56881 -0.05 -0.05 -0.07 0.000
C 1.67903 1.28570 -3.78415 0.04 0.04 0.00 0.000
C -1.08034 -1.66025 -2.45407 -0.06 0.07 0.10 0.001
C -1.61754 -2.68409 -3.23156 -0.01 -0.05 0.02 0.001
C -2.91636 -3.12629 -3.03681 0.01 0.03 0.03 0.001
C -3.69913 -2.54648 -2.04208 0.01 -0.06 -0.04 0.001
C -3.18891 -1.53684 -1.25140 0.08 -0.04 0.01 0.001
C -1.88201 -1.06981 -1.44811 0.01 0.42 -0.07 0.000
N -1.29993 -0.07725 -0.66413 -0.54 0.27 -0.42 -0.009
C -1.78092 1.17749 -0.61250 0.07 0.18 -0.05 0.002
C -2.83974 1.64379 -1.43963 -0.05 -0.11 -0.03 0.000
C -3.24431 2.95547 -1.44098 -0.08 0.13 -0.02 0.001
C -2.63436 3.90154 -0.62012 -0.01 -0.08 -0.03 0.002
C -1.59955 3.47231 0.19153 0.06 0.04 0.07 0.000
C -1.14825 2.15511 0.22957 -0.01 -0.11 0.01 0.003
P 0.18460 1.56135 1.34361 -0.50 0.61 -0.17 0.003
C -0.30881 2.14784 3.03853 0.14 0.01 0.13 0.000
C -0.12071 3.61903 3.39957 0.08 -0.01 -0.02 0.000
C -1.74607 1.72143 3.31355 -0.10 0.04 -0.05 0.000
C 1.74291 2.52008 0.95360 -0.01 0.12 0.11 0.001
C 2.77450 1.51407 0.46381 0.17 -0.41 -0.11 0.002
C 1.63223 3.67191 -0.03908 -0.07 0.04 -0.02 0.000
H 1.94359 -2.76161 -5.65245 0.07 -0.06 -0.03 0.000
H 1.50052 -1.06118 -5.64755 0.01 -0.01 0.01 0.000
H 0.27717 -2.28302 -5.37322 -0.10 -0.04 0.02 0.000
H 2.61439 -1.49955 -3.55412 -0.09 -0.05 -0.02 0.000
H 0.81494 -3.92964 -3.13120 0.09 0.03 0.02 0.000
H 2.05191 -3.32902 -2.01732 0.01 0.01 0.03 0.001
H 2.51385 -3.94311 -3.60903 0.03 -0.03 -0.01 0.000
H -0.10098 1.28938 -2.60333 0.06 -0.07 -0.10 0.000
H -0.23697 0.16457 -5.44141 -0.03 0.02 0.03 0.000
H -0.85707 1.71017 -4.86231 0.00 0.08 -0.02 0.000
H -1.58534 0.20883 -4.30388 -0.04 -0.02 0.02 0.000
H 2.11327 0.78384 -4.64955 0.03 -0.03 -0.04 0.000
H 2.40371 1.22990 -2.97144 0.02 -0.01 0.08 0.000
H 1.55446 2.33858 -4.04366 -0.02 0.04 -0.03 0.000
H -1.02123 -3.14795 -4.00238 0.03 -0.02 -0.05 0.000
H -3.31332 -3.92223 -3.65234 -0.02 -0.03 -0.02 0.000
H -4.71014 -2.89752 -1.87830 -0.04 -0.02 0.00 0.000
H -3.77956 -1.09600 -0.45857 -0.01 0.03 0.01 0.000
H -3.32980 0.94044 -2.09912 0.00 -0.04 -0.03 0.000
H -4.04998 3.25400 -2.10228 -0.03 0.01 -0.02 0.000
H -2.94808 4.93524 -0.62242 -0.01 0.06 0.00 0.000
H -1.11367 4.20453 0.81678 0.09 0.08 0.09 0.000
H 0.35472 1.55327 3.68282 -0.05 0.05 -0.02 0.000
H -0.78747 4.25876 2.82655 -0.07 0.05 -0.06 0.000
H 0.90187 3.96365 3.24377 0.00 0.01 -0.01 0.000
H -0.36005 3.77628 4.45376 0.00 -0.02 0.07 0.000
H -2.44263 2.33616 2.73808 0.02 -0.01 0.02 0.000
H -1.97834 1.84596 4.37281 -0.04 0.01 0.08 0.000
H -1.92721 0.68533 3.03513 0.01 -0.12 -0.02 0.000
H 2.08371 2.92074 1.91643 0.03 -0.08 -0.09 0.000
H 2.46057 1.05239 -0.48550 0.01 0.08 0.10 0.001
H 2.94014 0.69310 1.17185 -0.03 0.15 -0.08 0.000
H 3.72910 2.00868 0.27179 0.08 -0.01 0.00 0.000
H 1.13573 3.35786 -0.95911 0.00 -0.05 -0.01 0.000
H 2.63215 4.02635 -0.30321 0.02 0.01 0.02 0.000
H 1.07308 4.51803 0.35414 -0.08 0.06 0.06 0.000
O 2.80059 -2.01857 0.06219 0.52 -0.28 0.04 -0.004
S 2.39690 -2.58343 1.38285 1.77 -1.30 0.88 0.005
O 3.39207 -3.41231 2.02264 0.03 -0.02 0.00 0.001
O 1.10534 -3.31507 1.13255 0.46 -0.88 0.44 -0.006
O 2.01119 -1.39312 2.22669 0.60 -0.18 0.61 -0.005
N -1.25132 -1.75398 2.17685 -0.31 -0.20 0.38 0.001
C -0.67712 -1.93926 3.15678 -0.30 0.22 0.02 0.003
C -0.04542 -2.07744 4.43555 0.08 -0.20 -0.02 0.001
C 1.01713 -2.96364 4.59037 -0.01 0.04 0.15 0.000
C 1.61449 -3.06986 5.83552 -0.05 0.05 0.00 0.000
C 1.16061 -2.30417 6.90184 -0.01 0.00 -0.02 0.000
C 0.09783 -1.42492 6.73660 0.03 -0.03 -0.01 0.000
C -0.51147 -1.30865 5.49872 0.03 0.00 0.02 0.000
H 1.37549 -3.53716 3.74924 0.01 -0.01 -0.08 0.000
H 2.44909 -3.74299 5.96402 0.05 -0.04 0.01 0.000
H 1.64114 -2.39059 7.86795 0.01 0.00 0.02 0.000
H -0.25263 -0.82830 7.56792 0.00 0.01 0.02 0.000
H -1.33593 -0.62529 5.34611 -0.01 0.02 -0.02 0.000
```
Forces are in eV/Å.

Calculated values
- lowest unoccupied orbital energy (alpha / beta) (eV) = 2.6 / 2.6
- spin multiplicity = 8
- total charge = -1
- HOMO (alpha / beta) (eV) = -3.092 / -4.160
- expectation value of S² = 15.760

4.
Molecular formula: C36H55BCaCl2F4MgN4O14S3SiV
Method: DFT, wB97M-V/def2-TZVPD

```
123
Properties=species:S:1:pos:R:3:forces:R:3:lowdin_charge:R:1
C -5.68645 -2.74506 7.00238 -0.50 1.16 0.86 -0.301
Si -5.77562 -3.45299 5.22289 0.79 0.14 -0.07 0.513
C -5.86018 -2.04111 3.88816 -0.46 -0.36 -0.56 -0.209
C -4.22118 -4.52428 4.72238 0.03 0.65 -1.10 -0.338
C -2.89650 -3.63686 4.51452 0.89 -0.57 0.46 -0.232
C -2.03501 -4.06395 3.19381 -1.19 -0.43 0.19 -0.190
C -2.16779 -2.98620 2.00807 0.29 -1.03 -0.70 -0.193
C -0.80109 -2.24894 1.60117 -0.24 0.79 0.37 -0.188
C 0.11644 -1.78508 2.83192 0.39 0.96 -0.61 -0.189
C -0.25811 -0.31661 3.40882 1.07 -0.66 0.61 -0.182
C 0.15555 0.85195 2.39204 -1.03 0.02 0.22 -0.156
C -1.04673 1.50269 1.58553 -1.06 0.32 -0.57 -0.038
C -2.54832 1.32819 1.93112 0.82 2.21 -2.95 0.036
C -3.67760 2.04461 1.09448 3.06 0.94 -1.16 -0.015
C -3.34594 2.97179 -0.09603 1.87 -2.16 2.45 0.042
C -1.81109 3.13935 -0.46225 0.39 0.57 -0.44 -0.254
N -1.33735 3.98451 -1.55356 1.30 -3.55 4.37 -0.240
S 0.37404 3.81107 -1.45071 -1.87 -1.25 1.51 0.908
N 0.67778 2.71672 -0.14886 -5.53 0.76 -0.22 -0.215
C -0.64473 2.42448 0.35373 -0.90 0.66 -0.90 -0.212
C -7.29373 -4.59976 4.91515 -3.66 -2.13 -0.69 -0.199
C -8.59134 -4.02406 4.25293 0.20 -3.56 0.86 -0.046
C -9.82802 -4.93430 3.94592 3.24 -1.77 1.68 -0.041
C -9.76528 -6.45121 4.33089 2.24 2.52 0.47 -0.059
C -8.49897 -7.07421 5.02925 -0.79 4.02 -0.98 -0.046
C -7.24822 -6.12638 5.30543 -3.25 0.71 -1.09 -0.048
H -4.64089 -2.30164 7.22055 -1.60 -0.72 -0.44 0.053
H -6.45633 -1.90178 7.15958 1.11 -1.07 -0.38 0.045
H -5.87915 -3.54510 7.78991 -0.02 1.55 -1.21 -0.066
H -5.76101 -2.58206 2.87222 0.03 0.99 1.41 0.052
H -6.90547 -1.56095 3.88289 1.73 -0.35 0.08 0.027
H -5.01580 -1.27314 4.02366 -1.45 -1.05 -0.26 0.030
H -4.48648 -4.98317 3.69691 0.28 0.29 1.56 0.091
H -4.05860 -5.37598 5.50978 0.09 0.91 -1.30 -0.044
H -2.20923 -3.81167 5.42471 -1.16 0.51 -1.26 0.114
H -3.14956 -2.51658 4.46779 0.41 -1.61 0.10 0.080
H -0.96693 -4.31733 3.50083 -1.37 0.57 -0.61 0.100
H -2.50246 -5.05382 2.81522 0.86 1.52 0.62 0.106
H -2.50424 -3.57974 1.07123 0.44 1.11 1.41 0.112
H -3.02706 -2.26898 2.24349 1.31 -0.76 -0.22 0.089
H -1.11129 -1.28817 1.02664 0.54 -1.41 0.76 0.104
H -0.16329 -2.86226 0.88185 -1.03 0.59 1.14 0.090
H 0.16166 -2.51484 3.70703 -0.24 0.86 -1.28 0.105
H 1.19651 -1.69275 2.42322 -1.66 -0.20 0.78 0.109
H -1.33382 -0.27427 3.78739 1.37 0.03 -0.68 0.093
H 0.41155 -0.18602 4.34378 -1.14 -0.08 -1.51 0.121
H 0.64177 1.69173 3.02655 -0.61 -1.04 -1.08 0.140
H 0.98455 0.45993 1.69130 -1.39 0.86 0.91 0.134
H -2.90340 0.67808 2.79178 0.83 0.98 -1.31 0.094
H -4.77030 1.88321 1.41772 1.99 0.32 -0.67 0.109
H -4.16509 3.51443 -0.68759 1.53 -0.95 1.00 0.116
H -8.66469 -2.91595 3.96919 0.25 -1.92 0.52 0.085
H -10.74523 -4.47249 3.42478 1.61 -1.00 1.00 0.100
H -10.69534 -7.06485 4.07476 1.70 0.77 0.57 0.093
H -8.51743 -8.17784 5.31035 0.20 1.74 -0.47 0.091
H -6.33590 -6.61490 5.80118 -1.39 1.09 -0.92 0.062
C 3.58458 1.37739 -3.20397 0.23 0.01 -0.08 -0.144
C 4.32107 2.65902 -2.79090 -0.23 -0.15 -0.14 -0.239
C 3.83196 3.93402 -3.49402 0.32 -0.08 0.41 -0.202
C 4.00708 3.96690 -5.00954 -0.41 0.16 -0.45 -0.224
C 5.44182 3.77683 -5.49750 -0.14 0.05 1.91 -0.342
C 6.38994 4.87704 -5.03147 0.15 0.03 -0.56 -0.106
H 3.70902 1.12057 -4.27115 0.05 0.43 1.76 -0.118
H 3.96721 0.53092 -2.62739 -0.11 0.07 0.06 0.080
H 2.51282 1.46979 -3.00212 0.05 -0.04 -0.01 0.075
H 5.39613 2.52317 -2.95269 0.03 0.05 0.08 0.101
H 4.18379 2.79463 -1.71405 0.13 0.06 -0.09 0.117
H 4.34723 4.79345 -3.05179 -0.09 -0.02 0.01 0.113
H 2.76890 4.07336 -3.26964 0.11 0.01 -0.15 0.079
H 3.62863 4.92758 -5.38117 0.07 0.00 0.02 0.124
H 3.37809 3.20539 -5.46508 0.01 0.11 0.05 0.029
H 5.43283 3.76610 -6.59312 -1.84 -1.99 1.22 -0.088
H 5.82811 2.80195 -5.18737 -0.02 -0.02 -0.31 0.123
H 6.04761 5.86059 -5.37371 0.01 0.15 0.19 0.091
H 7.39594 4.70916 -5.43683 0.24 0.11 0.20 0.081
H 6.47411 4.90160 -3.94449 0.00 -0.01 -0.16 0.110
O -9.84878 -8.00487 8.24617 2.16 2.94 1.67 -0.526
V -8.83658 -6.66646 8.69462 0.60 0.28 -2.06 1.193
O -7.83267 -5.33171 9.17312 -2.33 -3.05 -0.39 -0.503
C 2.84309 -4.27022 1.71366 0.43 0.02 -0.09 -0.327
O 1.91670 -3.98545 0.97480 0.35 -0.02 -0.12 -0.003
N 4.16201 -4.23933 1.37201 -0.74 -0.10 0.35 -0.202
C 5.20854 -4.59301 2.31042 0.06 0.10 -0.22 -0.055
C 4.52955 -3.84042 0.02865 -0.32 0.02 -0.01 -0.053
H 2.67434 -4.58605 2.75557 0.10 0.00 0.01 0.137
H 5.87340 -3.73574 2.44202 0.06 -0.14 0.14 0.094
H 5.77566 -5.43716 1.90984 0.08 0.02 0.17 0.089
H 4.78870 -4.87123 3.27803 -0.03 0.06 -0.14 0.088
H 4.16026 -2.82860 -0.15822 0.07 -0.06 -0.13 0.088
H 4.06283 -4.52145 -0.68783 0.08 0.12 -0.09 0.089
H 5.61301 -3.86408 -0.09471 -0.12 -0.03 0.13 0.086
Cl 3.47722 0.92476 -6.19402 0.35 0.35 -1.25 -0.041
Mg 6.20417 4.55698 -7.65162 1.91 2.29 -1.97 1.095
B 3.52677 3.52027 5.77423 -0.33 2.57 1.35 -0.995
O 2.77350 2.82216 4.71463 0.39 -1.09 -0.30 0.223
C 3.35836 1.64619 4.52147 -2.51 0.61 -1.80 -0.396
O 2.98373 0.82495 3.71425 0.14 0.07 0.21 0.123
C 4.50506 1.51143 5.42620 2.79 -0.23 2.27 -0.405
O 5.24580 0.55922 5.49907 -0.55 0.28 -0.33 0.145
O 4.61528 2.60839 6.16926 -0.32 -0.82 -0.78 0.235
F 2.67306 3.78398 6.89188 0.76 -0.30 -1.14 0.099
F 4.06773 4.74536 5.26741 -0.53 -1.17 0.36 0.094
Cl -4.53132 -5.25643 7.43617 0.39 -1.57 0.56 0.217
C 6.51032 10.16927 -9.28676 -0.58 0.68 -0.60 -0.117
C 7.48713 10.74590 -8.30947 0.27 1.03 -0.08 -0.113
O 7.68768 9.67711 -7.39154 -0.19 -1.26 -0.25 0.084
C 7.38493 8.52871 -8.04348 0.03 0.35 -0.04 -0.542
O 7.60672 7.42489 -7.61111 -0.42 -0.12 -0.08 0.070
O 6.80241 8.77691 -9.24379 0.45 -0.62 0.85 0.064
H 6.64493 10.56444 -10.29433 0.00 -0.26 0.06 0.144
H 5.47141 10.32209 -8.98138 0.08 -0.06 0.00 0.141
H 8.44486 10.99822 -8.77295 -0.06 -0.07 0.06 0.144
H 7.09679 11.62813 -7.80078 0.10 -0.22 0.13 0.145
Ca 2.83248 -0.76160 -7.62281 -1.33 -1.16 -0.91 1.362
N -2.97199 -0.05260 -8.96992 0.66 -0.26 -0.24 -0.304
S -2.42409 -1.44312 -8.48461 -0.70 -2.77 2.04 0.496
O -0.99360 -1.66160 -8.58598 0.18 0.57 -0.27 -0.373
O -3.26025 -2.59914 -8.69021 0.76 1.23 -0.50 -0.272
F -2.58067 -1.24539 -6.90566 0.00 0.73 -0.30 -0.206
S -2.87906 0.10104 -10.53399 -1.04 1.39 -3.66 0.494
O -3.06033 1.46131 -10.98991 0.02 -0.94 1.47 -0.301
O -3.51996 -0.90077 -11.35061 0.52 0.32 1.40 -0.281
F -1.32758 -0.13022 -10.84768 0.42 -0.13 0.28 -0.228
```
Forces are in eV/Å.

Calculated values
- lowest unoccupied orbital energy (eV) = -8.5
- total charge = +1
- HOMO (eV) = -9.404